No. 1
# C6H7FN2

The molecule C6H7FN2 (the ωB97M-V functional and the def2-TZVPD basis, OMol25).

```
16
Properties=species:S:1:pos:R:3
C 1.8879 0.7700 -0.2238
C -0.1144 -1.1138 -1.2186
C -1.0753 0.8944 0.2228
C 1.0546 0.0934 0.7853
C -1.0875 -0.5892 -0.1992
C 0.1823 -1.1654 0.2527
N 2.4994 1.4745 -0.8677
N 0.0351 1.1279 1.0640
F 0.1687 -2.4016 0.8040
H -0.4915 -2.0312 -1.7056
H 0.4018 -0.5626 -1.8838
H -1.0948 1.6214 -0.5801
H -2.0279 1.1435 0.7265
H 1.5079 -0.1828 1.6812
H -2.0342 -1.1711 0.0533
H 0.1879 2.0925 1.0891
```

Calculated values
**Electronic energy**: -12030.494 eV
**SMILES**: N#C[C@H]1NC[C@H]2C[C@]21F
**Energy relative to the best compared isomer or geometry (same formula, charge and spin)**: 51.15 kcal per mole
**Total charge**: 0

Results of the Mulliken charge analysis, in e, for atoms 1 through 5: 0.132 -1.063 -0.783 0.108 0.053



No. 2
# C8H17N2S

A cluster of 2 separate species, C8H17N2S in total (the ωB97M-V functional and the def2-TZVPD basis, OMol25).

```
28
Properties=species:S:1:pos:R:3
C 1.7753 1.3101 -0.0205
C 2.7699 0.3791 -0.0414
C 0.4729 -0.5436 0.1551
C 4.2088 0.7080 -0.1734
C -1.2695 -1.1861 -1.4220
C -1.6271 -1.1150 1.1383
C -0.2956 -2.8943 0.2024
C -0.6602 -1.4375 0.0332
N 0.4529 0.7777 0.0848
N -1.0421 3.1544 -0.0174
S 1.9924 -1.1926 0.1589
H 1.6665 2.4012 -0.2538
H -0.3683 1.4947 -0.0643
H 4.2918 1.8151 -0.3798
H 4.5719 0.3010 -1.1320
H 4.7267 0.3193 0.6692
H -0.3675 -1.1818 -2.0624
H -1.8128 -0.2072 -1.5739
H -1.9694 -2.0286 -1.7235
H -2.6621 -1.5753 0.9137
H -1.4674 -1.4584 2.2052
H -2.0172 -0.0957 1.2597
H -1.1130 -3.6260 0.3791
H 0.2849 -2.9304 1.0269
H 0.2653 -3.2340 -0.6661
H -2.0745 3.1972 -0.1216
H -0.5607 3.5811 -0.7944
H -0.7902 3.6894 0.7456
```

Calculated values
**Electronic energy**: -22380.730 eV
**Energy relative to the best compared isomer or geometry (same formula, charge and spin)**: 0.00 kcal per mole
**Total charge**: +1

Results of the Mulliken charge analysis, in e, for atoms 1 through 5: -0.542 0.577 -0.085 -1.136 -1.344



Repeat the second record exactly.
# C8H17N2S

A cluster of 2 separate species, C8H17N2S in total (the ωB97M-V functional and the def2-TZVPD basis, OMol25).

```
28
Properties=species:S:1:pos:R:3
C 1.7753 1.3101 -0.0205
C 2.7699 0.3791 -0.0414
C 0.4729 -0.5436 0.1551
C 4.2088 0.7080 -0.1734
C -1.2695 -1.1861 -1.4220
C -1.6271 -1.1150 1.1383
C -0.2956 -2.8943 0.2024
C -0.6602 -1.4375 0.0332
N 0.4529 0.7777 0.0848
N -1.0421 3.1544 -0.0174
S 1.9924 -1.1926 0.1589
H 1.6665 2.4012 -0.2538
H -0.3683 1.4947 -0.0643
H 4.2918 1.8151 -0.3798
H 4.5719 0.3010 -1.1320
H 4.7267 0.3193 0.6692
H -0.3675 -1.1818 -2.0624
H -1.8128 -0.2072 -1.5739
H -1.9694 -2.0286 -1.7235
H -2.6621 -1.5753 0.9137
H -1.4674 -1.4584 2.2052
H -2.0172 -0.0957 1.2597
H -1.1130 -3.6260 0.3791
H 0.2849 -2.9304 1.0269
H 0.2653 -3.2340 -0.6661
H -2.0745 3.1972 -0.1216
H -0.5607 3.5811 -0.7944
H -0.7902 3.6894 0.7456
```

Calculated values
**Electronic energy**: -22380.730 eV
**Energy relative to the best compared isomer or geometry (same formula, charge and spin)**: 0.00 kcal per mole
**Total charge**: +1

Results of the Mulliken charge analysis, in e, for atoms 1 through 5: -0.542 0.577 -0.085 -1.136 -1.344



Look up the total charge of the first one. 0



Among the records above, which one has the lowest electronic energy? C8H17N2S



The highest electronic energy belongs to which entry? C6H7FN2